Density functional theory data (ωB97M-V with the def2-TZVPD basis set) for a molecular structure, C23H57Cu2N4O10 in a non-equilibrium geometry.

For the HOMO energy (alpha / beta), the calculation gives -0.555 / -0.555 Eh. The relative energy (zero: lowest compared OMol25 entry of this formula, charge and spin) is 0.0 kJ/mol. As for the spin multiplicity: 3. Its HOMO-LUMO gap (alpha / beta) is 6.86 / 3.72 eV. The total charge is +3.

Last column: Löwdin charge in e.
Positions of all 96 atoms, in Å:
Cu: -0.26 -2.83 2.38  0.538
Cu: 2.12 -4.75 -1.66  0.971
O: 1.39 -0.48 -0.78  0.093
C: 1.33 -1.74 -0.30  -0.710
O: 0.96 -1.88 0.90  -0.027
O: 1.66 -2.69 -1.06  -0.029
H: 1.03 -0.02 0.01  0.127
C: 0.59 -3.77 -4.48  -0.023
O: 1.71 -3.73 -3.59  -0.249
C: 2.91 -3.36 -4.28  -0.171
C: 3.95 -3.05 -3.21  -0.191
N: 4.19 -4.21 -2.34  -0.001
C: 4.73 -3.75 -1.05  -0.172
C: 4.66 -4.82 0.00  -0.160
O: 3.26 -4.96 0.28  -0.241
C: 2.92 -5.80 1.38  -0.038
H: 0.82 -4.33 -5.38  0.113
H: 0.24 -2.76 -4.66  0.104
H: -0.22 -4.23 -3.92  0.102
H: 2.74 -2.55 -4.98  0.109
H: 3.31 -4.20 -4.87  0.143
H: 3.55 -2.14 -2.77  0.076
H: 4.86 -2.75 -3.73  0.156
H: 5.01 -4.57 -2.82  0.158
H: 4.31 -2.80 -0.74  0.135
H: 5.81 -3.53 -1.13  0.155
H: 5.21 -4.46 0.87  0.151
H: 5.11 -5.75 -0.37  0.147
H: 1.84 -5.87 1.50  0.093
H: 3.30 -5.35 2.30  0.109
H: 3.32 -6.81 1.31  0.109
C: -1.18 -5.15 4.80  -0.058
O: -1.34 -3.93 4.07  -0.248
C: -2.70 -3.66 3.75  -0.172
C: -2.79 -2.13 3.49  -0.176
N: -2.32 -1.87 2.13  -0.075
C: -2.55 -0.45 1.75  -0.160
C: -1.79 0.56 2.57  -0.224
O: -0.40 0.53 2.24  -0.192
C: 0.29 1.60 2.86  -0.086
H: -1.20 -6.01 4.13  0.098
H: -1.90 -5.24 5.61  0.103
H: -0.19 -5.16 5.26  0.098
H: -3.38 -3.86 4.58  0.135
H: -2.94 -4.22 2.84  0.134
H: -2.15 -1.60 4.19  0.127
H: -3.83 -1.84 3.62  0.136
H: -2.91 -2.34 1.44  0.126
H: -3.60 -0.18 1.61  0.139
H: -2.09 -0.36 0.76  0.108
H: -2.02 0.58 3.64  0.129
H: -2.15 1.55 2.26  0.092
H: 1.33 1.27 2.94  0.100
H: -0.06 1.78 3.88  0.096
H: 0.23 2.54 2.30  0.080
C: -2.42 1.68 -1.18  -0.080
O: -2.88 2.38 -0.04  -0.188
C: -2.44 3.72 0.01  -0.204
C: -2.85 4.29 1.37  -0.092
N: -2.26 5.63 1.55  0.213
C: -2.83 6.36 2.71  -0.085
C: -4.20 6.98 2.40  -0.228
O: -4.63 7.57 3.59  -0.173
C: -6.00 7.99 3.52  -0.059
H: -2.78 0.66 -1.28  0.090
H: -1.33 1.68 -1.26  0.087
H: -2.82 2.16 -2.09  0.101
H: -2.85 4.34 -0.79  0.143
H: -1.35 3.72 -0.10  0.129
H: -2.40 3.69 2.17  0.146
H: -3.93 4.37 1.39  0.140
H: -1.26 5.52 1.74  0.177
H: -2.13 7.17 2.89  0.146
H: -2.93 5.75 3.62  0.170
H: -4.93 6.22 2.09  0.120
H: -4.13 7.73 1.60  0.144
H: -6.61 7.16 3.18  0.093
H: -6.17 8.88 2.91  0.102
H: -6.28 8.20 4.55  0.103
C: 1.86 -0.08 -4.48  -0.048
C: 2.96 0.77 -3.87  -0.385
C: 2.47 2.13 -3.41  -0.201
O: 1.94 2.87 -4.49  -0.185
C: 1.24 4.03 -4.16  -0.113
N: 3.58 -0.07 -2.81  0.042
H: 1.34 0.43 -5.30  0.093
H: 1.05 -0.30 -3.78  0.084
H: 2.28 -1.01 -4.86  0.040
H: 3.70 0.84 -4.67  0.148
H: 3.26 2.78 -3.00  0.132
H: 1.70 2.01 -2.63  0.118
H: 0.24 3.78 -3.80  0.079
H: 1.10 4.66 -5.04  0.097
H: 1.79 4.60 -3.40  0.090
H: 4.25 0.53 -2.34  0.091
H: 2.90 -0.31 -2.10  0.040